[1]
97
Properties=species:S:1:pos:R:3:lowdin_charge:R:1 method="wB97M-V/def2-TZVPD" lumo_energy_ev=1.8999 multiplicity=1 homo_energy_ev=-5.004 gap_ev=6.904 total_charge=-1
C 4.80 -0.45 3.70 -0.102
C 4.27 0.63 2.64 -0.211
C 5.18 1.10 1.44 -0.053
C 4.54 2.11 0.46 -0.044
C 3.08 2.69 0.61 -0.088
C 2.61 3.69 -0.54 -0.368
C 1.73 4.93 -0.04 -0.105
C 1.66 2.80 -1.53 -0.123
C 2.19 2.24 1.82 -0.122
O 0.88 2.76 1.97 -0.102
C -0.04 1.80 2.57 -0.074
B -1.61 1.95 2.04 -0.829
C -2.61 1.58 3.29 -0.100
C -3.83 2.61 3.52 -0.179
C -3.32 4.12 3.79 -0.155
F -2.18 4.07 4.68 -0.108
O -1.73 0.74 1.16 -0.082
C -2.90 0.97 0.33 -0.278
C -3.00 -0.13 -0.81 -0.075
C -2.20 -1.46 -0.58 0.033
C -2.33 -2.57 -1.67 -0.034
C -3.23 -2.24 -2.88 -0.139
N -3.97 -1.04 -3.13 -0.009
C -3.83 -0.05 -2.11 -0.113
C -2.71 2.54 -0.05 -0.700
C -4.19 3.24 -0.05 -0.139
I -2.00 3.07 -2.06 0.881
O -1.96 3.02 1.09 -0.041
C 2.86 1.21 2.80 0.024
H 5.83 -0.17 4.11 0.067
H 4.83 -1.48 3.18 0.085
H 4.02 -0.51 4.54 0.072
H 6.24 0.71 1.27 0.063
H 5.17 2.45 -0.43 0.084
H 3.52 4.12 -1.10 0.122
H 0.68 4.54 0.23 0.074
H 2.18 5.47 0.88 0.084
H 1.55 5.68 -0.90 0.080
H 0.77 2.48 -0.90 0.038
H 2.27 1.84 -1.73 0.083
H 1.39 3.36 -2.49 0.061
H -0.04 2.01 3.71 0.117
H 0.24 0.70 2.43 0.126
H -2.08 1.47 4.31 0.100
H -3.08 0.55 3.07 0.106
H -4.40 2.25 4.46 0.101
H -4.53 2.52 2.63 0.089
H -4.19 4.67 4.29 0.106
H -3.07 4.63 2.80 0.108
H -3.84 0.77 0.96 0.147
H -1.55 -1.64 0.34 0.101
H -1.79 -3.59 -1.57 0.080
H -3.34 -3.07 -3.67 0.095
H -4.42 0.93 -2.27 0.088
H -4.48 3.62 -1.10 0.023
H -4.97 2.48 0.29 0.071
H -4.13 4.08 0.73 0.077
H 2.21 0.86 3.69 0.097
C 10.98 -1.79 1.00 -0.015
C 9.50 -1.60 1.30 -0.330
C 9.14 -0.23 1.78 -0.110
O 7.98 -0.47 2.56 0.033
C 8.10 -1.74 3.04 -0.533
O 7.42 -2.20 3.91 0.150
O 9.10 -2.41 2.41 0.081
H 11.53 -0.85 1.05 0.081
H 11.45 -2.50 1.68 0.091
H 11.11 -2.17 -0.02 0.080
H 8.90 -1.90 0.44 0.160
H 8.92 0.45 0.95 0.142
H 9.90 0.23 2.42 0.142
C -6.21 0.02 -4.80 -0.037
C -7.12 0.91 -5.63 -0.329
C -7.71 0.24 -6.84 -0.117
O -7.94 1.33 -7.72 0.056
C -7.00 2.27 -7.41 -0.543
O -6.75 3.23 -8.09 0.148
O -6.39 1.98 -6.23 0.087
H -6.24 -1.02 -5.14 0.081
H -5.17 0.36 -4.82 0.075
H -6.54 0.01 -3.76 0.075
H -7.90 1.36 -5.00 0.156
H -8.65 -0.27 -6.61 0.139
H -7.03 -0.46 -7.32 0.139
C 0.64 -6.43 0.89 -0.011
C -0.84 -6.65 0.62 -0.329
C -1.20 -8.05 0.24 -0.115
O -2.37 -7.87 -0.54 0.063
C -2.27 -6.63 -1.11 -0.533
O -2.97 -6.23 -1.99 0.151
O -1.26 -5.91 -0.53 0.064
H 1.20 -7.38 0.89 0.080
H 1.10 -5.76 0.16 0.095
H 0.78 -5.99 1.88 0.084
H -1.44 -6.30 1.47 0.160
H -1.41 -8.68 1.11 0.141
H -0.45 -8.54 -0.38 0.139

---

[2]
15
Properties=species:S:1:pos:R:3:nbo_charge:R:1 method="wB97M-V/def2-TZVPD" lumo_energy_ev=-3.2438 multiplicity=1 homo_energy_ev=-12.983 de_lowest_kcal_mol=26.6 gap_ev=9.739 total_charge=+1
C -0.46 1.61 -0.09 0.760
C 1.17 0.19 -0.32 0.096
C 0.80 0.19 1.02 -0.073
N -0.21 1.18 1.14 -0.518
N -1.34 2.58 -0.44 -0.773
O 0.28 1.01 -1.00 -0.376
P 0.72 -2.93 -0.35 -0.050
H -0.67 -2.71 -0.15 -0.001
H 1.79 -0.30 -1.07 0.276
H 1.03 -0.44 1.82 0.265
H -0.63 1.53 1.96 0.453
H -2.06 3.12 0.15 0.455
H -1.54 2.69 -1.39 0.429
H 0.70 -4.11 0.34 0.018
H 0.42 -3.61 -1.63 0.039

---

[3]
13
Properties=species:S:1:pos:R:3:nbo_charge:R:1 method="wB97M-V/def2-TZVPD" lumo_energy_ev=4.2921 multiplicity=1 homo_energy_ev=-2.333 de_lowest_kcal_mol=5.3 gap_ev=6.625 total_charge=-1 smiles=CCNC[O-]
C 1.62 -0.10 -1.68 -0.609
C 0.52 -0.42 -0.68 -0.222
N 0.16 0.70 0.18 -0.702
C -0.71 0.21 1.34 0.147
O -1.86 -0.32 1.01 -0.942
H 1.43 0.83 -2.23 0.189
H 1.75 -0.99 -2.29 0.184
H 2.54 0.11 -1.11 0.188
H 0.85 -1.26 -0.07 0.173
H -0.36 -0.74 -1.23 0.165
H -0.44 1.32 -0.35 0.327
H -0.78 1.11 1.98 0.061
H 0.04 -0.46 1.86 0.040

---

[4]
15
Properties=species:S:1:pos:R:3:nbo_charge:R:1 method="wB97M-V/def2-TZVPD" lumo_energy_ev="-0.1909 / -0.1905" multiplicity=1 homo_energy_ev="-9.073 / -9.074" de_lowest_kcal_mol=96.8 gap_ev="8.882 / 8.883" total_charge=0
C -0.16 -1.42 0.76 -0.597
C -0.11 0.18 0.21 0.244
C 1.23 0.79 0.64 -0.644
C -0.13 -0.42 -1.10 -0.137
C -1.28 1.58 -1.40 0.567
O -2.12 2.31 -1.67 -0.517
O -1.19 0.84 0.52 -0.704
H -1.18 -1.79 0.68 0.234
H 0.56 -2.15 0.38 0.217
H 0.07 -1.23 1.81 0.255
H 1.35 1.74 0.10 0.227
H 1.19 1.01 1.71 0.228
H 2.09 0.15 0.42 0.200
H 0.77 -0.74 -1.62 0.209
H -1.07 -0.84 -1.44 0.219

---

[5]
17
Properties=species:S:1:pos:R:3:nbo_charge:R:1 method="wB97M-V/def2-TZVPD" lumo_energy_ev="-0.5849 / -0.9283" multiplicity=1 homo_energy_ev="-8.941 / -9.392" de_lowest_kcal_mol=131.1 gap_ev="8.356 / 8.464" total_charge=0
C 2.60 -1.04 -0.30 -0.632
C 1.33 -1.39 0.46 -0.112
O 0.22 -0.69 0.01 -0.401
C -1.80 0.54 0.04 -0.007
C -2.05 1.83 0.74 -0.685
C -1.28 0.45 -1.26 0.217
O -0.89 -0.68 -1.66 -0.423
H 2.81 0.03 -0.21 0.206
H 3.46 -1.61 0.07 0.206
H 2.47 -1.27 -1.37 0.216
H 1.13 -2.48 0.41 0.172
H 1.44 -1.15 1.53 0.200
H -2.07 -0.39 0.52 0.215
H -3.11 1.91 1.04 0.234
H -1.46 1.87 1.66 0.239
H -1.79 2.69 0.11 0.219
H -1.01 1.37 -1.80 0.135

---

[6]
12
Properties=species:S:1:pos:R:3:nbo_charge:R:1 method="wB97M-V/def2-TZVPD" lumo_energy_ev=0.6763 multiplicity=1 homo_energy_ev=-8.220 de_lowest_kcal_mol=110.0 gap_ev=8.896 total_charge=0
O 0.58 1.42 -1.15 -0.659
C 0.51 0.47 -0.19 0.335
C 1.18 -0.69 -0.17 -0.554
C -1.52 -0.85 -0.30 0.093
O -1.28 -0.46 0.95 -0.503
C -0.55 0.78 0.85 -0.130
H 1.18 1.11 -1.84 0.484
H 1.81 -1.02 -0.98 0.207
H 1.04 -1.37 0.67 0.222
H -1.64 -1.96 -0.21 0.082
H -0.12 0.99 1.84 0.207
H -1.20 1.59 0.53 0.215

---

[7]
16
Properties=species:S:1:pos:R:3:nbo_charge:R:1 method="wB97M-V/def2-TZVPD" lumo_energy_ev=0.9636 multiplicity=1 homo_energy_ev=-9.480 de_lowest_kcal_mol=16.5 gap_ev=10.444 total_charge=0 smiles="[H]/N=C/N.O.O.O"
H -2.04 0.69 -2.66 0.343
N -1.49 0.47 -1.83 -0.712
C -0.37 1.07 -1.91 0.313
N 0.45 1.23 -0.78 -0.887
H 0.01 1.54 -2.82 0.144
H 1.20 0.58 -0.61 0.428
H -0.08 1.50 0.02 0.390
O 0.51 -1.86 1.78 -0.992
H -0.29 -1.42 1.42 0.505
H 0.47 -2.75 1.42 0.467
O -1.71 -0.63 0.77 -0.990
H -1.95 -0.47 -0.17 0.514
H -2.48 -0.32 1.24 0.474
O 2.42 0.16 1.04 -0.967
H 3.27 0.52 1.28 0.470
H 2.08 -0.31 1.82 0.502

---

[8]
78
Properties=species:S:1:pos:R:3:mulliken_spin:R:1 method="wB97M-V/def2-TZVPD" s_squared=0.76 lumo_energy_ev="-3.8957 / -3.8879" multiplicity=2 homo_energy_ev="-10.437 / -10.690" de_lowest_kcal_mol=68.7 gap_ev="6.541 / 6.802" total_charge=+1
Ir -0.20 1.19 -0.07 0.789
C 2.46 -0.20 -4.32 0.000
C 2.96 -0.63 -2.97 0.004
N 4.15 -1.18 -2.93 0.001
C 4.70 -1.49 -1.75 0.001
C 4.12 -1.19 -0.54 -0.004
C 4.93 -1.46 0.71 0.000
O 4.31 -2.29 1.69 0.000
C 2.83 -0.59 -0.53 0.001
C 2.29 -0.29 0.79 0.032
N 1.45 0.59 1.22 0.006
C 1.28 0.69 2.62 -0.025
C 2.16 0.10 3.54 -0.001
C 1.93 0.10 4.90 0.001
C 0.81 0.73 5.43 -0.001
C -0.03 1.41 4.56 0.006
C 0.22 1.41 3.20 0.019
I -1.07 2.63 2.03 0.040
C 2.23 -0.39 -1.78 -0.030
O 0.97 0.14 -1.87 0.052
H 3.32 -0.07 -4.96 0.000
H 1.91 0.74 -4.27 0.000
H 1.81 -0.95 -4.76 0.000
H 5.67 -1.96 -1.80 0.000
H 5.16 -0.52 1.22 0.000
H 5.89 -1.90 0.41 0.000
H 4.18 -3.17 1.31 0.000
H 2.74 -0.92 1.54 -0.003
H 3.07 -0.38 3.19 0.000
H 2.65 -0.38 5.55 0.000
H 0.61 0.72 6.49 0.000
H -0.88 1.95 4.94 -0.003
C -0.38 6.50 -1.83 0.002
C 0.45 5.75 -1.01 -0.001
C 0.44 4.37 -1.10 0.002
C -0.39 3.73 -2.03 -0.023
C -1.19 4.50 -2.88 0.003
C -1.19 5.87 -2.77 0.000
N -0.38 2.33 -2.06 0.086
N -1.01 1.77 -2.98 0.010
C -0.98 0.41 -3.18 0.023
C -1.98 -0.13 -3.99 -0.004
C -2.02 -1.49 -4.25 0.001
C -1.05 -2.33 -3.70 -0.003
C -0.04 -1.81 -2.91 0.017
C 0.01 -0.45 -2.65 -0.042
H -0.38 7.58 -1.75 0.000
H 1.10 6.23 -0.30 0.000
H 1.09 3.76 -0.49 0.003
H -1.82 3.99 -3.61 0.000
H -1.82 6.46 -3.42 0.000
H -2.72 0.53 -4.40 0.001
H -2.80 -1.90 -4.87 0.000
H -1.09 -3.39 -3.88 0.000
H 0.72 -2.46 -2.48 0.000
N -0.51 -1.04 0.20 0.008
C -1.02 -1.72 0.99 0.040
N -1.55 -2.49 1.89 0.007
C -2.77 -3.27 1.61 0.000
C -3.57 -3.41 2.90 0.001
O -2.77 -3.90 3.96 0.000
C -1.70 -3.02 4.25 0.002
C -0.77 -2.90 3.05 0.000
H -2.48 -4.26 1.24 0.000
H -3.35 -2.74 0.86 0.000
H -4.37 -4.13 2.75 0.000
H -4.00 -2.44 3.17 0.000
H -1.16 -3.44 5.10 0.000
H -2.09 -2.03 4.51 0.000
H -0.31 -3.88 2.86 0.000
H 0.02 -2.17 3.25 -0.001
C -4.70 0.90 -0.58 -0.002
C -3.35 0.29 -0.21 -0.002
O -3.32 -0.81 0.35 -0.001
O -2.35 1.04 -0.50 -0.011
H -5.38 0.11 -0.90 0.000
H -4.58 1.65 -1.35 0.000
H -5.10 1.37 0.32 0.000